186
Properties=species:S:1:pos:R:3:forces:R:3 method="wB97M-V/def2-TZVPD" orbital_gap_ha=0.3321 e_lumo_ev=0.5 total_charge=0 smiles=COCCNCCOC.COCCNCCOC.COCCNCCOC.COCCNCCOC.COCCNCCOC.COCCNCCOC.COCCNCCOC.CCO.CCO homo_energy_ha=-0.3145
O -3.7145 -2.1707 3.4362 -0.354 0.347 -0.426
O 0.9432 0.3939 4.8344 -0.046 0.225 -0.091
O -0.2502 5.2122 5.2115 -0.041 0.204 0.088
O 3.7243 -5.8796 -4.9148 -0.311 0.298 -0.430
O -0.9486 4.3734 -2.2538 -0.616 0.102 -0.502
O -0.8521 2.7250 1.9289 -0.243 0.322 0.014
O 2.5706 -1.4243 -3.8763 -0.460 0.724 0.307
O -4.7203 4.8042 2.8905 0.181 -0.091 -0.255
O 3.2141 -3.8074 1.3266 0.102 -0.087 -0.286
O -5.2121 -3.3993 9.6179 0.762 0.414 0.730
O -6.5899 -4.2071 -4.3429 0.163 -0.169 -0.126
O 2.2624 -1.2405 0.7151 0.167 -0.460 0.074
O -1.1665 0.3465 -3.4765 -0.140 0.129 0.302
O 4.6809 0.1429 0.8576 -0.360 -0.407 -0.329
O -0.2103 5.5426 -7.0580 -0.133 0.232 0.188
O 6.6282 -2.2452 -5.6996 -0.027 -0.775 0.138
N -5.2331 -2.7878 5.9372 0.235 0.117 0.192
N 4.0138 -4.8357 -2.1147 0.452 -0.393 -0.307
N -3.8638 -1.8587 -4.6323 -1.099 0.226 0.874
N -0.0292 6.1955 -4.2048 -0.201 0.107 0.178
N 5.3127 -0.8255 -3.3048 -0.264 -0.033 -0.571
N -0.4808 2.3690 6.2188 0.999 -0.114 -0.060
N -3.8095 2.3899 1.8387 0.146 -0.276 0.622
C 1.2332 -1.8578 -3.6633 0.174 -0.600 -0.098
C 6.4898 -0.8733 -5.5194 0.769 1.628 0.607
C -4.2626 2.4207 3.2305 -0.631 0.240 -0.888
C -5.5092 -3.6259 -5.0173 0.229 0.681 -0.760
C -1.0547 3.4507 -1.1853 0.718 0.439 -0.296
C -0.3159 3.5754 7.0490 -0.025 -0.531 -0.526
C 1.2666 -0.7127 4.0198 0.142 -0.224 0.584
C -5.2634 3.5648 3.3219 0.026 0.274 0.239
C 3.3444 -4.6849 0.2161 -0.128 -1.256 0.753
C 2.9114 -0.3285 -3.0316 0.944 0.136 -0.500
C -2.3209 -2.2911 3.3885 0.715 -0.806 -0.072
C -2.8302 -1.3335 -3.7494 1.566 -0.960 -1.292
C 3.2446 -4.4863 2.5682 -0.475 0.565 -0.001
C 0.9321 5.9100 5.5043 0.732 0.141 0.086
C 0.2427 3.0877 2.7512 -0.205 -0.785 0.375
C -3.5252 5.1933 3.5265 -0.273 0.377 0.652
C 0.5206 4.9594 -8.0944 -0.070 -1.071 -0.540
C 6.5602 -0.5288 -4.0193 -1.002 -0.641 -0.277
C 6.5643 -2.6188 -7.0564 -0.041 0.686 -0.324
C 0.1844 0.0168 5.9688 -0.106 -0.654 -0.414
C 4.2817 0.1885 -3.4835 -0.453 -0.193 0.869
C -0.2561 7.1574 -5.2778 -0.452 -0.878 -0.230
C -4.5623 -2.9771 -4.0091 -0.162 -0.838 -0.347
C 4.3447 -4.1705 -3.3639 -0.454 -0.328 -0.566
C -0.9414 4.7772 6.3682 -0.493 0.068 0.227
C -4.1742 -1.7936 5.7932 -0.156 -0.068 0.113
C -2.0636 -0.2020 -4.4109 -0.228 0.433 -0.428
C 0.5212 0.0621 -0.2727 -0.934 0.067 -0.822
C -6.1820 -4.3338 9.9827 -0.576 -0.760 -0.723
C -0.4132 1.4065 -4.0152 0.052 0.021 -0.525
C -5.1382 -3.5330 7.1888 -0.365 -0.372 -0.011
C -4.1531 -1.2176 4.3809 0.785 0.286 1.285
C -5.4714 -2.6958 8.4318 -0.362 -0.256 -0.600
C 0.0871 1.1976 6.8912 -0.129 -0.005 0.385
C 4.0619 -6.6360 -6.0634 -0.301 -0.712 0.931
C 3.6034 -3.9405 -1.0623 -0.399 0.588 -0.218
C -2.8016 1.3844 1.5852 0.371 0.331 -0.474
C -7.6110 -4.6597 -5.2002 -0.366 -0.122 0.482
C -0.6800 6.6444 -2.9743 0.507 0.082 -0.111
C 7.0420 0.0098 0.4768 0.266 -0.181 0.147
C -1.4786 1.5283 2.3226 0.426 -0.849 -0.219
C 5.6791 -0.5804 0.1745 1.029 -0.357 -0.559
C 4.8206 -5.1442 -4.4210 0.450 0.028 0.725
C -0.4853 5.6385 -1.8604 -0.245 0.246 0.569
C 0.3653 6.7459 -6.5950 0.521 0.223 0.239
C 0.9179 -1.3007 0.2579 0.164 0.590 0.711
H -5.8630 -2.8901 -5.7572 -0.195 0.358 0.429
H -7.9977 -3.8702 -5.8511 0.251 0.082 -0.147
H 1.3489 6.3766 4.6117 -0.353 -0.189 -0.249
H 4.6362 -7.5063 -5.7200 0.476 0.166 -0.405
H 0.6786 -0.8287 6.4669 0.142 0.139 0.199
H -2.0655 -3.0774 2.6762 -0.263 -0.075 -0.031
H -6.5254 -2.3952 8.4515 -0.013 0.100 -0.380
H 5.6167 -2.2578 -7.4731 -0.013 -0.226 -0.182
H 5.3080 -4.5544 -5.2035 -0.013 -0.155 -0.191
H 5.5493 -5.8220 -3.9521 0.109 -0.018 -0.254
H 0.2754 -1.5193 1.1213 -0.055 -0.034 -0.007
H -1.8985 -2.6123 4.3474 -0.026 0.128 0.094
H -1.3338 7.2344 -5.4904 -0.054 0.455 0.178
H 0.2111 7.5627 -7.3107 -0.006 -0.060 -0.148
H 3.8544 -0.3619 0.7228 0.104 0.560 0.129
H 0.3660 -1.1762 3.6034 0.009 0.023 -0.081
H 0.5600 5.5932 -1.5304 0.148 -0.070 -0.252
H 1.7728 -1.4484 4.6600 0.027 -0.191 -0.242
H -1.5697 3.8784 -0.3197 -0.023 -0.030 -0.055
H 7.1727 0.9953 0.0273 -0.235 0.159 0.286
H 1.7154 5.2443 5.8830 -0.034 0.004 0.130
H -0.7875 -0.3927 5.6581 -0.181 0.350 -0.083
H 0.1198 1.0830 -4.9202 0.101 -0.092 0.062
H 0.7609 -2.1210 -0.4494 0.108 0.173 -0.263
H -6.1567 -5.1917 9.2951 -0.065 -0.035 0.119
H -7.2058 -3.9380 9.9378 0.104 0.237 0.039
H 0.1517 8.1161 -4.9596 -0.092 0.135 -0.135
H -2.0907 -2.1482 -3.6532 0.123 0.136 0.677
H -3.4663 2.4998 3.9799 0.040 0.062 0.023
H 7.1992 0.0344 1.5569 0.068 0.279 -0.038
H 3.3310 -5.5536 -2.3307 -0.152 0.089 0.270
H -1.0558 5.9740 -0.9827 -0.056 0.063 0.005
H -3.2986 6.2002 3.1802 0.125 -0.096 -0.178
H 2.7121 -3.3508 -1.3377 -0.095 -0.052 0.097
H -3.8671 -3.7680 -3.6829 0.147 0.109 0.110
H 3.1505 -7.0716 -6.4727 -0.118 0.374 -0.101
H 0.8543 0.9253 0.3023 0.098 -0.320 0.448
H -3.4498 3.2966 1.5646 -0.067 0.034 0.062
H 1.1116 1.3550 7.2651 -0.050 0.320 0.042
H -0.0205 3.2100 -0.9047 -0.260 -0.426 0.386
H 1.4467 6.6024 -6.4721 0.009 0.015 0.027
H 6.7525 0.5338 -3.8727 0.334 -0.027 -0.098
H -1.7420 6.8911 -3.1090 -0.154 -0.308 -0.061
H -6.0164 -4.7246 10.9838 0.321 0.296 0.062
H 0.8298 3.8438 2.2396 -0.044 0.099 0.023
H -3.1480 -1.0565 -2.7482 -0.541 0.092 -0.154
H 7.3771 -2.1497 -7.6246 0.008 0.043 0.018
H -1.0435 2.2489 -4.3170 -0.072 0.056 0.213
H -1.7537 -1.4171 3.0486 -0.509 0.443 0.103
H 7.8475 -0.5929 0.0469 -0.175 -0.204 0.003
H -2.7427 0.5535 -4.8329 -0.124 0.123 0.410
H 1.9470 -0.4180 3.2243 -0.122 0.214 -0.020
H -0.5299 0.9527 7.7604 -0.012 -0.120 -0.046
H 2.3776 -5.1460 2.6819 0.075 -0.143 -0.093
H 1.2428 -2.8051 -3.1102 -0.036 -0.030 -0.036
H -0.5739 0.0724 -0.2964 0.001 0.211 0.063
H -4.3191 -0.9748 6.5029 -0.205 0.062 -0.130
H 0.6047 -1.1619 -3.1031 0.213 0.180 -0.179
H -1.5450 1.3864 3.4097 -0.194 0.545 0.104
H 0.8559 2.2087 2.9842 0.218 0.029 -0.326
H -5.1359 -2.7266 -3.1165 0.001 0.551 -0.143
H 4.5373 1.0368 -2.8417 -0.034 0.136 -0.084
H 0.7888 6.7220 6.2254 -0.226 -0.109 0.134
H 5.6805 -1.6444 0.4547 -0.082 0.064 0.289
H 0.3156 1.7350 -3.2790 -0.104 0.043 0.105
H -3.1916 -2.2134 6.0667 0.074 -0.026 -0.184
H -5.6855 3.6752 4.3294 0.195 -0.069 0.133
H 1.5820 4.8461 -7.8520 0.044 0.243 0.033
H -5.1394 -0.8166 4.1562 -0.068 -0.347 -0.442
H -4.8028 1.4853 3.3951 0.021 0.000 0.235
H -1.5905 2.5824 -1.5639 0.108 -0.084 0.097
H 6.6605 -3.6926 -7.1920 -0.125 -0.079 0.386
H -3.6798 5.2776 4.6123 0.032 -0.122 0.016
H 5.1196 -3.4255 -3.2050 0.111 -0.103 0.220
H -8.4347 -4.9515 -4.5489 0.014 -0.128 -0.046
H -4.1465 -3.9907 7.3239 0.120 0.178 0.165
H 4.1691 -5.0497 2.7052 0.042 0.026 -0.021
H -0.8391 0.6901 2.0010 0.000 -0.084 -0.006
H 7.3468 -1.1452 -3.5808 0.206 0.241 0.005
H 3.4804 -3.6843 -3.8357 0.005 0.347 0.284
H 2.9028 -0.6418 -1.9839 0.086 0.053 0.079
H -2.6709 4.5308 3.3572 -0.051 -0.023 -0.194
H -0.7942 3.3661 8.0080 0.013 0.293 0.062
H 0.7565 3.7561 7.2033 -0.073 0.117 0.377
H 0.1340 3.9480 -8.2534 -0.057 0.042 0.254
H -1.9495 4.5369 6.0284 0.045 -0.230 -0.016
H 0.7929 -2.0398 -4.6456 -0.135 0.002 0.064
H 5.5815 -0.4556 -5.9727 -0.222 -0.318 0.033
H 0.7915 0.2877 -1.3069 0.322 -0.396 0.061
H 4.9323 -1.6806 -3.6923 0.034 -0.082 0.057
H -6.0963 3.3942 2.6419 0.045 -0.188 -0.041
H 4.5845 -6.0348 -6.8074 0.101 -0.067 -0.062
H -4.9416 -4.3029 -5.6789 -0.167 -0.576 0.424
H -5.1122 -3.4508 5.1786 -0.176 0.061 -0.053
H 0.1797 2.4912 5.4501 -0.534 0.105 -0.289
H -0.4637 5.3087 -4.4414 0.184 -0.007 -0.207
H -3.4555 -0.3712 4.4314 0.000 0.086 -0.345
H 2.2411 0.5237 -3.1794 -0.364 -0.209 0.109
H 2.4676 -5.3513 0.1648 -0.411 0.471 -0.255
H -2.5669 1.4818 0.5188 0.028 -0.312 0.026
H 0.4067 5.4271 -9.0800 0.072 0.542 0.231
H -0.2191 7.5908 -2.6753 0.116 -0.051 0.126
H 3.1503 -3.6921 3.3089 0.205 -0.199 0.198
H -7.3054 -5.5308 -5.7842 0.092 0.038 -0.153
H 4.1045 -5.4458 0.4438 0.597 0.510 -0.232
H -3.1980 0.3784 1.7563 -0.093 0.046 0.038
H -1.4951 -0.5351 -5.2938 0.003 -0.381 0.096
H -5.8383 -4.3697 7.1191 -0.039 0.045 0.020
H -1.0650 5.5922 7.0915 0.267 0.153 -0.030
H 7.3172 -0.3038 -5.9757 0.093 -0.357 -0.303
H -0.1219 3.4279 3.7196 0.001 0.463 -0.127
H 5.6004 -0.5969 -0.9226 -0.598 0.241 0.147
H -3.4803 -2.2294 -5.4930 0.403 0.330 -0.001
H 4.1182 0.5673 -4.5010 0.363 -0.114 -0.190
H -4.8651 -1.7922 8.3948 0.086 -0.014 0.453
H 4.3764 -3.1821 -0.9109 0.184 -0.186 0.084
H 2.4998 -2.0896 1.1351 0.023 0.069 -0.346